# 1
24
Properties=species:S:1:pos:R:3 method="wB97M-V/def2-TZVPD" lumo_energy_ev=0.21 gap_ev=10.91
C 5.162 -1.929 -1.139
O 4.553 -0.636 -1.111
H 6.177 -1.871 -1.531
H 5.229 -2.439 -0.178
H 4.594 -2.532 -1.847
H 4.899 -0.138 -1.856
O -5.212 -2.777 1.068
H -5.030 -3.663 1.383
H -4.668 -2.212 1.616
O 3.604 1.130 4.417
H 3.768 1.558 3.577
H 3.743 0.199 4.244
O -4.061 -1.398 -3.377
H -4.588 -1.874 -2.735
H -3.512 -0.816 -2.851
O -2.488 5.167 -3.969
H -2.027 5.950 -3.669
H -2.172 4.468 -3.396
O -2.114 -0.253 3.882
H -2.230 0.585 4.329
H -1.612 -0.786 4.499
O -0.907 1.550 -0.736
H 0.050 1.524 -0.735
H -1.157 1.192 0.115

***

# 2
36
Properties=species:S:1:pos:R:3 method="wB97M-V/def2-TZVPD" lumo_energy_ev=2.28 total_charge=-1 gap_ev=6.69
C 4.731 1.115 -2.906
O 3.759 0.486 -2.001
C 2.475 0.649 -2.245
O 2.045 1.193 -3.249
C 1.328 -0.048 -1.330
O 1.384 -1.293 -1.932
C 0.526 -2.306 -1.401
C 0.255 0.860 -1.806
O 0.170 1.970 -1.342
O -0.626 0.185 -2.560
C -1.603 0.965 -3.237
C 0.982 -0.031 0.133
S 2.424 -0.131 0.979
N -0.285 0.134 0.538
C -1.087 -0.042 1.602
C -0.774 -1.056 2.558
C -1.328 -1.086 3.819
C -2.386 -0.217 4.157
N -3.061 -0.346 5.392
O -4.046 0.410 5.581
O -2.658 -1.193 6.221
C -2.880 0.664 3.160
C -2.325 0.670 1.895
H 5.419 0.333 -3.253
H 4.266 1.581 -3.771
H 5.299 1.861 -2.348
H 0.815 -3.262 -1.850
H 0.675 -2.377 -0.327
H -0.501 -2.042 -1.653
H -2.197 0.200 -3.721
H -2.204 1.509 -2.518
H -1.118 1.637 -3.945
H -0.027 -1.781 2.217
H -0.957 -1.769 4.576
H -3.701 1.305 3.460
H -2.789 1.254 1.109

***

# 3
43
Properties=species:S:1:pos:R:3 method="wB97M-V/def2-TZVPD" lumo_energy_ev=-2.65 total_charge=+1 gap_ev=9.41
O -2.496 1.423 -0.034
C -2.525 0.277 -0.400
C -1.308 -0.571 0.162
C -0.463 0.114 1.196
C 0.238 -0.960 2.085
C 0.791 0.621 3.751
N 1.172 -0.346 3.030
N -0.431 -0.853 -1.043
H -3.270 -0.291 -0.960
H -1.862 -1.464 0.527
H -1.061 0.811 1.790
H 0.312 0.763 0.772
H -0.568 -1.578 2.474
H 0.902 -1.606 1.511
H 1.518 1.201 4.338
H -0.196 1.096 3.658
H -0.844 -1.616 -1.637
H 0.505 -1.042 -0.674
H -0.283 -0.075 -1.696
H -0.212 4.151 -0.300
H 0.949 3.762 0.612
O 0.325 3.398 -0.022
H -2.666 -0.326 3.353
H -4.040 -1.118 3.003
O -3.100 -1.021 2.856
H 0.523 2.121 -1.246
H 1.751 1.800 -2.160
O 0.998 1.402 -1.721
H 2.765 -2.381 -0.850
H 2.445 -2.927 0.653
O 2.097 -2.562 -0.159
H -1.838 0.743 -4.048
H -0.761 1.613 -3.275
O -0.974 0.743 -3.636
H -2.980 -1.315 -2.968
H -2.444 -2.779 -3.140
O -2.444 -2.007 -2.571
H 2.799 2.239 0.803
H 2.779 0.860 1.674
O 2.796 1.819 1.665
H 3.529 -1.985 -2.878
H 4.049 -0.699 -2.420
O 3.523 -1.437 -2.074

***

# 4
32
Properties=species:S:1:pos:R:3 method="wB97M-V/def2-TZVPD" lumo_energy_ev="-5.62 / -8.88" total_charge=+2 spin_multiplicity=5 gap_ev="8.90 / 6.11"
Ir -0.327 0.249 0.017
Cl 2.275 -5.174 -3.973
C 2.089 -3.746 -3.102
C 0.818 -3.436 -2.524
Cl -0.489 -4.503 -2.718
C 0.666 -2.271 -1.825
Cl -0.873 -1.866 -1.148
C 1.744 -1.348 -1.619
O 1.620 -0.287 -0.960
C 3.017 -1.693 -2.222
Cl 4.294 -0.610 -2.013
C 3.174 -2.863 -2.944
Cl 4.679 -3.239 -3.647
N -0.021 -0.030 4.880
C 0.455 1.114 4.045
C 0.073 0.865 2.593
O 0.249 1.757 1.749
O -0.394 -0.272 2.302
H 0.158 0.121 5.874
H 0.437 -0.893 4.585
H -1.024 -0.173 4.741
H 1.537 1.197 4.121
H 0.011 2.043 4.396
C 0.318 3.533 -0.991
S -0.670 2.143 -1.582
C -2.353 2.758 -1.343
H -0.120 3.941 -0.084
H 0.347 4.284 -1.778
H 1.323 3.168 -0.796
H -2.533 3.531 -2.089
H -2.471 3.165 -0.342
H -3.045 1.936 -1.508

***

# 5
24
Properties=species:S:1:pos:R:3 method="wB97M-V/def2-TZVPD" lumo_energy_ev="-4.04 / -7.96" total_charge=+1 spin_multiplicity=2 gap_ev="10.29 / 6.35"
C 2.063 -2.920 0.841
C 1.206 -1.983 1.858
H 2.157 -2.406 -0.199
H 3.130 -2.726 1.038
H 1.734 -3.872 0.678
H 0.465 -1.339 1.298
H 1.996 -1.277 2.234
H 0.848 -2.344 2.816
C 1.265 2.503 -0.525
C -2.398 0.296 -0.613
C -1.254 -0.435 -0.469
C -2.405 1.725 -0.870
C -0.075 0.325 -0.597
C -1.241 2.370 -0.980
C -0.038 1.718 -0.619
O -3.687 -0.211 -0.474
H -1.131 -1.577 -0.320
H -3.833 -1.007 -0.927
H -3.451 2.018 -1.118
H 0.905 -0.166 -0.348
H -1.182 3.285 -1.464
H 1.383 3.349 0.174
H 1.639 2.883 -1.530
H 1.905 1.791 0.115

***

# 6
18
Properties=species:S:1:pos:R:3 method="wB97M-V/def2-TZVPD" lumo_energy_ev=0.86 gap_ev=9.06
C -2.155 1.568 -1.295
C 1.110 -1.261 1.079
C -2.097 0.997 -0.255
C -2.144 0.568 1.119
C 1.404 -0.766 -1.560
N 1.957 0.964 0.338
S 0.783 -0.007 -0.124
H 0.994 -2.178 0.691
H -2.399 1.786 -2.306
H 0.435 -1.207 1.944
H 2.155 -1.065 1.388
H -1.084 0.579 1.625
H -2.782 1.187 1.692
H -2.543 -0.374 1.267
H 1.967 -0.022 -2.056
H 2.116 -1.508 -1.527
H 0.647 -1.167 -2.195
H 1.635 1.907 0.175